Record 1
# C10H16O2S2

C10H16O2S2 in the gas phase in a non-equilibrium geometry (wB97M-V/def2-TZVPD, OMol25).

Results
- Orbital gap (spin up / spin down): 5.964 / 6.043 eV
- HOMO energy (spin up / spin down): -5.5 / -8.3 eV
- Expectation value of S²: 2.0087
- LUMO (spin up / spin down): 0.5 / -2.3 eV
- Molar mass: 232.37 g mol⁻¹
- Net charge: 0
- Multiplicity: 3

Structure (XYZ):
```
30
Properties=species:S:1:pos:R:3:forces:R:3
C -1.280 1.811 1.541 0.23 -0.01 0.85
C 0.443 -0.026 1.307 1.73 1.67 5.18
C -1.290 1.869 0.013 2.60 0.86 1.78
C -0.751 0.391 2.018 -2.60 -1.44 -0.09
C 0.510 -2.213 -2.713 -2.92 -3.27 -1.68
C -0.766 -1.404 -2.331 -0.02 0.43 -1.44
C 1.754 -1.511 -2.298 1.74 -0.33 -0.79
C 0.394 -0.557 0.051 0.93 -3.10 -6.20
C -0.656 0.353 3.535 0.66 0.95 -0.87
C -0.129 1.969 -0.672 -1.15 1.86 -0.39
O 3.100 -1.137 -0.015 -0.13 0.29 -0.17
O 1.112 2.239 -0.186 -0.27 0.27 -3.30
S -1.073 -1.162 -0.553 -0.15 0.02 -0.45
S 1.824 -1.692 -0.528 0.36 -0.23 2.01
H -2.264 2.070 2.008 0.41 -0.68 -0.65
H -0.636 2.545 2.120 -0.11 -0.48 -1.26
H 1.416 0.156 1.820 -0.62 -0.30 -0.68
H -2.225 1.697 -0.412 -1.11 -0.12 -1.17
H -1.580 -0.408 1.731 1.21 1.54 0.31
H 0.343 -3.325 -2.334 0.95 2.23 -0.30
H 0.447 -2.388 -3.855 0.29 0.57 1.61
H -0.600 -0.499 -2.970 -0.45 0.17 1.31
H -1.774 -1.759 -2.698 1.32 -0.34 0.34
H 2.735 -1.981 -2.789 -2.09 1.07 1.37
H 1.691 -0.436 -2.485 0.22 -0.07 -0.35
H -0.320 1.328 3.835 -0.02 0.62 0.62
H -1.603 0.132 3.925 -1.44 0.03 0.78
H 0.021 -0.330 3.979 0.81 -0.99 -0.05
H -0.073 2.153 -1.756 -0.36 -0.66 0.44
H 1.233 2.115 0.709 -0.02 -0.55 3.24
```
Positions in Å, forces in eV/Å.

---

Record 2
# C4H4N2O2

A molecular structure, C4H4N2O2 in a non-equilibrium geometry (wB97M-V/def2-TZVPD, OMol25).

Results
- Orbital gap: 7.425 eV
- HOMO energy: -8.5 eV
- LUMO: -1.1 eV
- Relative energy (zero: lowest compared OMol25 entry of this formula, charge and spin): 196.0 kcal/mol
- Molar mass: 112.09 g mol⁻¹
- Net charge: 0

Structure (XYZ):
```
12
Properties=species:S:1:pos:R:3:forces:R:3
C 1.111 -0.260 0.029 -0.38 -3.02 -0.57
C -0.768 0.477 -0.096 -2.74 7.85 -1.89
C -1.617 -1.245 0.212 -0.11 -1.02 0.54
C -0.216 -0.724 -0.196 2.58 -0.22 0.90
H 2.339 -1.981 -0.839 -0.74 4.84 3.77
H 1.937 1.688 -0.087 -1.29 -1.89 0.70
H -1.497 -1.404 1.496 -1.33 0.23 -4.08
H -2.151 -2.111 -0.531 1.31 2.60 2.59
N 1.129 1.040 0.182 1.51 4.86 -1.39
N -0.161 1.757 -0.023 0.51 -6.65 0.95
O 2.278 -0.905 0.034 1.51 -4.59 -3.13
O -2.086 0.247 -0.138 -0.84 -2.98 1.62
```
Positions in Å, forces in eV/Å.